[1]
# C17H15AsF6LiN4OS2

A molecular structure, C17H15AsF6LiN4OS2 in a non-equilibrium geometry (the ωB97M-V functional and the def2-TZVPD basis, OMol25).

Geometry (Å):
Li 0.425 0.309 -0.301
O -0.496 2.138 3.276
C -0.090 1.436 2.326
N -0.490 1.425 1.081
C -1.496 2.349 0.667
C -1.768 2.151 -0.795
C -2.920 2.640 -1.409
C -3.108 2.411 -2.759
C -2.153 1.687 -3.455
C -1.042 1.239 -2.759
N -0.852 1.485 -1.478
C 1.045 0.465 2.526
C 1.643 0.308 3.775
C 2.750 -0.509 3.890
C 3.216 -1.162 2.759
C 2.538 -0.965 1.565
N 1.495 -0.171 1.450
H -2.436 2.236 1.234
H -1.160 3.391 0.828
H -3.656 3.182 -0.833
H -3.995 2.781 -3.264
H -2.272 1.460 -4.505
H -0.273 0.655 -3.247
H 1.224 0.837 4.619
H 3.245 -0.640 4.846
H 4.096 -1.788 2.797
H 2.858 -1.457 0.655
S -1.366 -2.388 2.047
C -2.517 -1.648 1.097
N -3.087 -0.515 1.536
C -4.231 0.029 1.010
C -4.884 -0.633 -0.019
C -4.362 -1.789 -0.544
C -3.002 -2.237 -0.174
H -2.646 -0.073 2.334
H -4.603 0.929 1.475
H -5.825 -0.237 -0.384
H -4.860 -2.327 -1.337
H -2.854 -3.321 -0.173
F 1.653 -0.152 -1.496
As 3.024 -0.011 -2.533
F 4.090 0.324 -1.175
F 3.356 -1.732 -2.368
F 4.453 0.109 -3.618
F 2.043 -0.319 -3.958
F 2.770 1.718 -2.730
S -2.121 -1.526 -1.629

The total energy is -4590.24040 Eh. As for the expectation value of S²: 0.7792. Its charge is -2. As for the multiplicity: 2. As for the LUMO energy (alpha / beta): 4.797 / 4.793 eV. Its HOMO energy (alpha / beta) is -0.01828 / -0.04934 Ha. The orbital gap (alpha / beta) comes out at 5.29 / 6.14 eV.

=====

[2]
# C11H14N2

2 unconnected molecules or ions with the total composition C11H14N2 in a non-equilibrium geometry (the ωB97M-V functional and the def2-TZVPD basis, OMol25).

Geometry (Å):
C 2.384 1.000 -2.822
C 2.286 1.405 -1.399
C 2.441 0.703 -0.246
N 2.110 1.567 0.776
C 1.790 2.752 0.197
N 1.860 2.689 -1.097
H 1.398 1.094 -3.272
H 2.530 -0.085 -2.887
H 3.109 1.543 -3.421
H 2.713 -0.296 0.068
H 2.242 1.338 1.750
H 1.602 3.645 0.779
C -1.048 -1.635 -1.544
C -1.578 -1.453 -0.141
C -2.955 -1.440 0.072
C -3.452 -1.416 1.369
C -2.595 -1.352 2.453
C -1.237 -1.276 2.214
C -0.705 -1.456 0.927
H -1.817 -1.449 -2.304
H -0.641 -2.644 -1.678
H -0.199 -0.982 -1.793
H -3.591 -1.572 -0.786
H -4.517 -1.322 1.500
H -2.947 -1.225 3.464
H -0.518 -1.039 2.984
H 0.374 -1.456 0.827

The total energy is -537.05968 Eh. Its charge is 0. As for the LUMO energy: 0.713 eV. Its HOMO energy is -0.32013 Ha. As for the SMILES: Cc1c[nH]cn1.Cc1ccccc1. The orbital gap comes out at 9.42 eV.

=====

[3]
# C22H56B3NO10

6 unconnected molecules or ions with the total composition C22H56B3NO10 in a non-equilibrium geometry (the ωB97M-V functional and the def2-TZVPD basis, OMol25).

Geometry (Å):
C -3.122 1.144 -3.837
C -2.916 0.152 -2.520
C -4.378 -0.614 -2.279
C -4.492 -1.188 -0.713
C -4.796 0.172 0.211
C -4.109 0.109 1.699
C -2.473 0.443 1.689
C -1.759 -0.796 2.491
B -0.126 -0.885 2.330
O 0.605 -1.763 3.311
B 1.144 -2.847 2.416
C 0.511 -4.353 2.599
N 1.169 -5.434 1.771
C 0.272 -5.960 0.669
O 2.159 -2.426 1.432
B 1.557 -1.287 0.653
C 1.865 -1.302 -0.994
C 3.486 -1.616 -1.187
O 4.439 -0.679 -0.928
O 3.980 -2.965 -1.616
O 0.699 -0.231 1.295
H -2.075 1.608 -4.112
H -3.942 1.936 -3.557
H -3.553 0.466 -4.690
H -2.657 0.762 -1.556
H -2.114 -0.661 -2.776
H -5.192 0.222 -2.389
H -4.503 -1.501 -3.066
H -5.352 -1.985 -0.647
H -3.460 -1.700 -0.405
H -5.976 0.157 0.391
H -4.492 1.137 -0.420
H -4.682 0.778 2.491
H -4.238 -1.015 2.078
H -2.056 0.634 0.611
H -2.340 1.467 2.287
H -2.198 -1.797 2.015
H -2.081 -0.788 3.623
H -0.627 -4.297 2.244
H 0.453 -4.635 3.758
H 2.023 -5.041 1.284
H 0.777 -6.975 0.295
H 0.314 -5.242 -0.282
H -0.833 -6.185 0.999
H 1.540 -0.296 -1.517
H 1.311 -2.256 -1.431
H 3.649 -3.175 -2.540
C 4.668 -0.006 4.404
C 3.451 0.576 5.093
O 2.436 0.847 4.138
H 5.051 0.689 3.649
H 5.462 -0.216 5.126
H 4.411 -0.933 3.882
H 3.707 1.514 5.595
H 3.055 -0.118 5.841
H 2.210 0.006 3.704
C -4.425 4.263 3.834
C -3.411 4.369 2.714
O -3.625 3.334 1.766
H -4.350 3.290 4.331
H -4.271 5.051 4.576
H -5.445 4.342 3.442
H -2.395 4.267 3.107
H -3.489 5.334 2.205
H -4.527 3.438 1.417
C -0.674 5.538 0.005
C -1.977 6.298 -0.131
O -1.919 7.499 0.623
H -0.475 5.301 1.056
H -0.704 4.607 -0.567
H 0.166 6.143 -0.349
H -2.811 5.698 0.245
H -2.177 6.549 -1.178
H -1.181 8.028 0.276
C 4.364 -6.190 -5.320
C 3.061 -5.430 -5.457
O 3.118 -4.229 -4.702
H 4.563 -6.427 -4.270
H 4.334 -7.121 -5.893
H 5.204 -5.585 -5.675
H 2.227 -6.030 -5.081
H 2.861 -5.179 -6.503
H 3.857 -3.700 -5.049
C 5.040 3.136 -2.217
C 3.564 2.873 -2.435
O 3.391 1.897 -3.452
H 5.510 3.484 -3.142
H 5.190 3.890 -1.439
H 5.558 2.218 -1.923
H 3.055 3.789 -2.750
H 3.090 2.513 -1.518
H 3.840 1.086 -3.159

The total energy is -1753.48445 Eh. Its charge is 0. As for the LUMO energy: 0.163 eV. Its HOMO energy is -0.33031 Ha. As for the SMILES: CCCCCCCCB1OB(CNC)OB(CC(=O)O)O1.CCO.CCO.CCO.CCO.CCO. The orbital gap comes out at 9.15 eV.

=====

[4]
# C4H9NO2

2 unconnected molecules or ions with the total composition C4H9NO2 in a non-equilibrium geometry (the ωB97M-V functional and the def2-TZVPD basis, OMol25).

Geometry (Å):
C 0.972 -1.850 -1.818
O 0.855 -1.052 -0.658
C 0.245 0.196 -0.894
C -0.012 1.008 0.432
N -0.764 0.197 1.332
C -1.280 1.066 2.287
O -1.783 2.122 1.970
H -0.009 -2.134 -2.235
H 1.545 -1.337 -2.607
H 1.507 -2.760 -1.534
H -0.762 0.008 -1.349
H 0.796 0.779 -1.648
H -0.559 1.901 0.172
H 0.700 1.729 1.596
H -0.191 -0.592 1.627
H -1.260 0.718 3.326

The total energy is -362.92712 Eh. Its charge is 0. As for the LUMO energy: 0.756 eV. Its HOMO energy is -0.34222 Ha. The orbital gap comes out at 10.07 eV.

=====

[5]
# C5H11O2

2 unconnected molecules or ions with the total composition C5H11O2 in a non-equilibrium geometry (the ωB97M-V functional and the def2-TZVPD basis, OMol25).

Geometry (Å):
C 0.152 -0.847 -1.334
C 0.899 0.143 -2.226
C 1.147 -1.562 -0.422
H -0.591 -0.272 -0.759
H -0.492 -1.533 -1.898
H 1.810 -0.311 -2.641
H 1.681 -0.754 0.077
H 0.744 -2.264 0.306
H 1.011 1.073 -1.675
H 0.360 0.356 -3.153
H 1.798 -2.216 -1.011
C -1.587 1.024 2.645
C -0.782 1.561 1.439
O -1.144 1.253 0.275
O 0.347 1.993 1.766
H -2.680 1.098 2.613
H -1.027 1.326 3.515
H -1.645 -0.067 2.483

The total energy is -347.62455 Eh. Its charge is -1. As for the LUMO energy: 4.135 eV. Its HOMO energy is -0.14750 Ha. The orbital gap comes out at 8.15 eV.